14
Properties=species:S:1:pos:R:3:mulliken_charge:R:1 method="wB97M-V/def2-TZVPD" e_above_lowest_kcal_mol=106.75 orbital_gap_ev=11.34 homo_energy_ev=-14.487 total_charge=+1 energy_ha=-320.15447
C -0.097 -0.195 -0.029 0.73
H -1.166 -1.755 0.850 0.30
H 0.256 -2.464 -0.227 0.35
H -2.403 0.593 -1.512 0.39
N 1.144 0.062 0.353 0.05
O -2.208 0.651 -0.482 -0.40
H -0.819 1.795 -0.282 0.29
N 1.702 1.308 0.577 -0.78
H 2.360 1.802 -0.045 0.25
N -0.876 0.798 -0.331 -0.11
H 1.758 -0.701 0.732 0.26
H -1.252 -1.751 -1.009 0.31
C -0.597 -1.655 -0.079 -0.93
H 2.196 1.512 1.482 0.28

***

14
Properties=species:S:1:pos:R:3:mulliken_charge:R:1 method="wB97M-V/def2-TZVPD" e_above_lowest_kcal_mol=70.22 orbital_gap_ev=9.36 homo_energy_ev=-14.042 total_charge=+1 energy_ha=-320.21267
H -2.036 -0.966 -1.173 0.31
H 0.492 -0.656 2.697 0.27
H -1.300 0.202 -2.364 0.19
N -0.318 -0.127 -0.467 0.07
H 1.098 1.995 -1.844 0.34
H 2.082 2.314 -0.440 0.32
H 0.824 0.622 1.489 0.16
N -0.935 -1.926 0.747 -0.59
O 1.327 1.848 -0.813 -0.67
H 0.312 0.779 -0.613 0.34
C -0.250 -0.864 0.798 0.42
H -0.698 -2.591 1.584 0.27
N 0.576 -0.333 1.734 -0.36
C -1.175 -0.298 -1.335 -0.09

***

14
Properties=species:S:1:pos:R:3:mulliken_charge:R:1 method="wB97M-V/def2-TZVPD" e_above_lowest_kcal_mol=68.52 orbital_gap_ev=9.01 homo_energy_ev=-14.438 total_charge=+1 energy_ha=-320.21538
H -2.420 -0.291 1.121 0.34
C -0.997 0.926 -0.416 -0.36
O -2.193 -1.139 0.692 -0.64
H -2.924 -1.785 0.718 0.33
H -0.071 -0.562 -1.640 0.30
N 1.023 0.783 1.112 -0.58
H -1.812 1.001 -1.037 0.35
C 1.079 0.080 0.065 0.53
N 2.186 -0.564 -0.439 -0.47
H 1.850 0.781 1.660 0.25
H -0.832 1.591 0.494 0.42
H 2.185 -0.684 -1.460 0.22
N -0.128 0.068 -0.809 0.03
H 3.053 -0.205 -0.062 0.27

***

14
Properties=species:S:1:pos:R:3:mulliken_charge:R:1 method="wB97M-V/def2-TZVPD" e_above_lowest_kcal_mol=36.05 orbital_gap_ev=11.39 homo_energy_ev=-14.516 total_charge=+1 energy_ha=-320.26712
N -0.202 1.549 0.668 -0.43
O 0.164 -0.943 -2.202 -0.50
H 0.137 2.434 1.138 0.25
H 1.680 -0.900 1.771 0.21
N 1.189 -0.016 1.770 -0.37
N -0.042 -0.750 0.033 -0.24
H 0.189 -1.752 0.308 0.32
H -0.311 -0.912 -3.110 0.37
H -1.111 0.436 -1.253 0.21
H -1.698 -1.366 -1.335 0.30
H 1.495 0.679 2.397 0.21
H -1.071 1.858 0.250 0.23
C -0.709 -0.586 -1.236 -0.32
C 0.291 0.270 0.802 0.79

***

16
Properties=species:S:1:pos:R:3:mulliken_charge:R:1 method="wB97M-V/def2-TZVPD" e_above_lowest_kcal_mol=49.12 orbital_gap_ev=10.74 homo_energy_ev=-14.136 total_charge=+1 energy_ha=-470.67691
O 1.041 1.597 -0.445 -0.52
H -0.416 -0.999 1.911 0.24
O 1.497 -0.549 0.272 -0.16
N -1.149 -0.516 1.482 -0.42
H -0.958 2.308 0.162 0.41
H -2.400 -0.376 -1.177 0.36
O -1.397 1.464 0.379 -0.55
C 0.772 0.512 0.030 0.49
H -1.122 0.130 -1.881 0.36
H 3.401 -1.222 0.095 0.29
N 2.869 -0.378 0.055 -0.48
H 3.144 -0.091 -0.852 0.24
N -1.375 -0.471 -1.091 -0.60
H -1.177 -1.418 -1.399 0.32
C -0.785 0.265 0.440 0.77
H -1.945 -0.255 2.019 0.26

***

17
Properties=species:S:1:pos:R:3:mulliken_charge:R:1 method="wB97M-V/def2-TZVPD" e_above_lowest_kcal_mol=101.87 orbital_gap_ev="8.00 / 6.14" homo_energy_ev="-3.981 / -2.480" total_charge=-1 energy_ha=-869.11103
H -1.082 -2.070 0.753 0.28
N -1.028 -0.682 -2.023 -0.46
N -0.655 -1.512 -1.031 -0.28
H 1.890 0.697 -0.652 0.35
C 1.478 -0.227 1.315 -1.18
O -0.692 1.783 -1.214 -0.73
H -1.655 -0.496 0.390 0.43
H 1.937 0.520 1.978 0.31
O 0.361 2.738 0.785 -0.70
H -1.166 0.322 -1.740 0.47
C 1.102 0.332 -0.012 -0.26
S -0.175 1.527 0.160 1.04
H -0.339 -0.740 -2.765 0.28
H 2.169 -1.069 1.221 0.30
N -1.463 -1.471 0.031 -0.38
H 0.567 -0.568 1.809 0.25
O -1.249 0.914 0.994 -0.74